1.
This record from the Open Molecules 2025 dataset describes a molecular structure, C7H15N2 at a distorted geometry. The level of theory is wB97M-V/def2-TZVPD.

CARTESIAN COORDINATES (ANGSTROEM)
C 0.051 1.296 -1.945
C 0.403 -0.436 1.282
C 0.325 -1.613 0.379
C 0.819 2.122 -2.917
C -0.344 -0.353 2.585
C 1.506 -2.090 -0.418
C -1.749 -0.184 -0.102
N 0.679 0.557 -1.174
N -0.337 -0.364 0.033
H -1.030 1.422 -1.989
H 1.325 0.136 1.247
H -0.373 -2.401 0.651
H 1.882 1.903 -2.872
H 0.650 3.172 -2.683
H 0.438 1.935 -3.920
H -1.056 -1.168 2.692
H -0.875 0.593 2.673
H 0.367 -0.413 3.404
H 2.125 -2.722 0.214
H 2.102 -1.252 -0.765
H 1.180 -2.675 -1.274
H -2.085 -0.549 -1.074
H -2.267 -0.750 0.674
H -2.013 0.869 0.017

Computed properties:
* LUMO level: -3.90 eV
* net charge: +1
* E_HOMO: -14.8 eV
* DFT total energy: -10473.4165 eV



2.
This record from the Open Molecules 2025 dataset describes a gas-phase ion, C7H15N2 (charge +1) at a distorted geometry. The level of theory is wB97M-V/def2-TZVPD.

CARTESIAN COORDINATES (ANGSTROEM)
C -1.257 -0.255 0.221
C -2.248 -0.846 0.871
C 0.907 -0.038 0.451
C 0.733 0.978 1.523
C 2.287 -0.071 -0.058
C 0.079 -2.151 -0.629
C -0.739 1.445 -1.475
N 0.023 -0.885 0.012
N -1.123 1.056 -0.076
H -3.185 -0.439 1.003
H -2.174 -1.925 1.195
H -0.135 0.900 2.164
H 0.440 1.922 1.111
H 1.788 1.240 1.922
H 2.550 -0.547 -1.008
H 3.067 -0.520 0.543
H 2.709 0.902 -0.148
H -0.894 -2.330 -0.902
H 0.746 -2.124 -1.498
H 0.272 -2.855 0.159
H -0.295 2.425 -1.258
H -0.039 0.872 -2.057
H -1.573 1.646 -2.167
H -1.940 1.599 0.101

Computed properties:
* SMILES string: C=C(NC)[N+](C)=C(C)C
* LUMO level: -4.29 eV
* net charge: +1
* E_HOMO: -12.8 eV
* DFT total energy: -10473.2356 eV



3.
This record from the Open Molecules 2025 dataset describes a gas-phase ion, C7H15N2O (charge +1) at a distorted geometry. The level of theory is wB97M-V/def2-TZVPD.

CARTESIAN COORDINATES (ANGSTROEM)
C 1.611 0.223 0.708
C 1.814 -0.225 -0.720
C 0.146 0.592 0.981
C -0.833 -0.137 0.078
C -0.150 0.334 2.544
C -0.951 -1.643 0.298
C -1.367 0.758 -2.215
N -0.454 0.283 -1.307
N 0.808 0.351 -1.658
O 1.193 0.870 -2.639
H 1.817 -0.580 1.427
H 2.260 1.024 0.821
H 2.828 0.121 -1.017
H 1.667 -1.429 -0.900
H 0.068 1.705 0.933
H -1.797 0.325 0.179
H -0.405 -0.787 2.616
H -1.007 0.791 2.850
H 0.542 0.814 3.221
H 0.057 -2.014 0.319
H -1.516 -2.156 -0.541
H -1.459 -1.840 1.259
H -1.433 0.143 -3.094
H -2.265 0.714 -1.645
H -1.172 1.765 -2.499

Computed properties:
* SMILES string: C[C@H]1CC[N+](=O)N(C)[C@H]1C
* LUMO level: -4.73 eV
* net charge: +1
* E_HOMO: -15.1 eV
* DFT total energy: -12519.9426 eV